Entry from the OMol25 dataset: a structure of composition C19H29N2O4 in a non-equilibrium geometry (the ωB97M-V functional and the def2-TZVPD basis).

The LUMO energy is -0.082 Eh. The calculation puts the HOMO energy at -11.88 eV.

Geometry as ORCA input:
```
! wB97M-V def2-TZVPD RIJCOSX def2/J DEFGRID3
* xyz 1 1
C 1.682 -5.246 0.904
C 1.483 -4.828 -0.467
C 0.234 -4.042 -1.026
C -0.546 -3.606 0.065
C -1.459 -4.401 0.396
C -2.380 -4.002 1.613
C -2.134 -2.757 2.309
C -1.225 -2.006 1.585
C -0.382 -2.494 0.618
O 0.708 -1.533 0.236
C 1.698 -1.806 1.034
C 2.810 -0.796 0.413
O 4.274 -0.687 1.046
H 4.444 -1.559 1.022
C 2.381 0.738 0.644
N 1.075 0.982 0.291
H 0.709 0.146 0.210
C 1.179 1.417 -1.182
H 1.625 0.773 -1.895
C -0.328 1.433 -1.749
N -1.107 2.266 -1.185
C -1.624 3.413 -1.489
O -1.432 3.774 -2.757
O -2.283 4.216 -0.612
C -2.924 5.393 -1.528
C -1.766 6.664 -1.303
H -2.005 7.576 -1.599
H -1.489 6.713 -0.310
H -0.866 6.310 -1.832
H -3.575 5.775 -0.565
H -3.246 5.304 -2.362
C -1.173 1.952 0.175
H -1.870 2.774 0.809
C 0.326 1.978 0.885
H 0.215 1.657 1.960
H 0.448 2.964 0.870
H -1.689 1.006 0.232
H -0.283 1.874 -2.636
H -0.749 0.412 -1.850
H 1.469 2.297 -1.202
H 2.338 1.014 1.988
H 3.037 1.403 0.668
H 3.072 -0.876 -0.544
H 1.835 -1.562 2.108
H 2.261 -2.845 0.822
H -1.013 -0.825 2.099
H -2.839 -2.269 2.928
H -3.183 -4.433 1.889
H -1.884 -5.421 0.000
H -0.238 -4.925 -1.581
H 0.708 -3.322 -1.592
H 2.167 -5.288 -1.244
H 2.446 -5.765 0.995
H 1.072 -4.929 1.696
*
```

Atomic partial charges in e from the natural (NBO) method, atoms 1 to 4: atom 1 (C): -0.38, atom 2 (C): -0.17, atom 3 (C): -0.47, atom 4 (C): -0.11